[1]
{"formula": "C36H49BeN5P2Si", "method": "ωB97M-V with the def2-TZVPD basis set", "total_charge": 0, "de_lowest_kj_mol": 0.0, "elements": ["Be", "C", "C", "C", "C", "C", "C", "C", "C", "C", "H", "H", "H", "H", "H", "H", "H", "H", "H", "H", "H", "H", "H", "H", "H", "P", "P", "N", "N", "N", "N", "C", "C", "C", "C", "C", "C", "C", "C", "C", "C", "C", "C", "C", "C", "C", "C", "C", "C", "H", "H", "H", "H", "H", "H", "H", "H", "H", "H", "H", "H", "H", "H", "H", "H", "H", "H", "H", "H", "C", "Si", "C", "C", "N", "C", "C", "C", "C", "C", "C", "H", "H", "H", "H", "H", "H", "H", "H", "H", "H", "H", "H", "H", "H"], "xyz": [[-0.09318, -1.81270, 0.58603], [-1.29861, 2.75621, -1.20242], [-1.82454, 2.03177, -2.19676], [-1.16376, 1.62045, -3.48383], [-0.00619, 0.59328, -3.41805], [1.37029, 1.14683, -3.17579], [1.69830, 2.32238, -2.60977], [0.84438, 3.55230, -2.45358], [-0.11942, 3.65973, -1.22824], [1.38871, -2.58402, 0.65480], [-1.80324, 2.71451, -0.22858], [-2.75484, 1.47748, -1.97396], [-0.86125, 2.47730, -4.09716], [-1.97854, 1.09793, -4.01165], [-0.30823, -0.17035, -2.67120], [0.06854, 0.07032, -4.39334], [2.19319, 0.46733, -3.45138], [2.73710, 2.47479, -2.28136], [0.29819, 3.82590, -3.37125], [1.56681, 4.37885, -2.31923], [0.45268, 3.57528, -0.29144], [-0.48244, 4.70245, -1.23158], [1.76077, -2.58055, 1.69519], [2.06833, -1.95141, 0.04865], [1.49413, -3.61430, 0.28899], [1.34405, -1.10096, -7.72385], [-1.96178, -0.74454, -7.59755], [2.74710, -0.04070, -7.80721], [2.11375, -2.37413, -8.70007], [-2.10566, 1.02260, -7.61278], [-3.59683, -1.07929, -8.16524], [0.40040, -0.31913, -9.11871], [-1.04804, -0.83666, -9.21630], [3.49441, 0.38827, -6.70205], [4.54937, 1.16913, -7.16283], [4.44201, 1.23893, -8.59143], [3.31803, 0.51051, -8.95729], [2.26594, -3.68751, -8.24246], [2.74375, -4.47247, -9.27987], [2.88716, -3.62611, -10.42349], [2.50144, -2.35140, -10.04119], [-1.62500, 1.78063, -6.54242], [-1.71578, 3.13549, -6.84716], [-2.18515, 3.21870, -8.19899], [-2.36253, 1.91351, -8.65413], [-4.43631, -0.42432, -9.07710], [-5.54740, -1.21913, -9.32394], [-5.38729, -2.42491, -8.56044], [-4.18688, -2.32762, -7.87748], [0.86244, -0.43637, -10.11128], [0.43702, 0.75659, -8.87901], [-1.57351, -0.28929, -10.01435], [-1.07614, -1.90860, -9.48113], [3.17630, 0.12067, -5.70503], [5.30241, 1.63951, -6.55353], [5.10119, 1.75356, -9.26840], [2.85156, 0.39209, -9.92313], [1.98884, -3.92881, -7.22475], [2.94604, -5.53625, -9.23616], [3.20847, -3.92037, -11.41934], [2.43526, -1.44542, -10.63167], [-1.15165, 1.25783, -5.72859], [-1.43345, 3.95639, -6.19812], [-2.32776, 4.12057, -8.77544], [-2.58394, 1.56047, -9.64760], [-4.20398, 0.54634, -9.47455], [-6.37983, -0.96721, -9.96418], [-6.08322, -3.24975, -8.52099], [-3.68374, -3.01530, -7.21677], [-3.00417, -1.96184, 0.29449], [-2.53431, -1.41211, 2.01272], [-3.52384, 0.06840, 2.58173], [-2.66379, -2.77507, 3.28747], [-0.83080, -0.99612, 1.71248], [-0.12262, -0.06182, 2.44563], [0.95762, 0.63638, 1.87635], [1.59023, 1.65336, 2.57923], [1.14426, 2.03876, 3.85193], [0.07682, 1.34677, 4.44336], [-0.50218, 0.26992, 3.77613], [-3.93335, -2.54645, 0.34129], [-2.22430, -2.60142, -0.16088], [-3.17212, -1.10461, -0.37748], [-4.50741, -0.26204, 2.94156], [-3.04020, 0.60192, 3.40773], [-3.68740, 0.80102, 1.78249], [-2.22397, -3.72082, 2.94252], [-2.13715, -2.48930, 4.20967], [-3.71287, -2.97796, 3.55309], [1.25356, 0.40164, 0.85594], [2.42580, 2.17542, 2.11601], [1.61871, 2.86726, 4.37712], [-0.31337, 1.65427, 5.42173], [-1.30111, -0.30543, 4.25728]], "forces_ev_per_angstrom": [[-0.03, 0.48, 2.10], [-0.62, -0.29, 0.13], [0.56, -0.70, 1.15], [-0.76, -0.19, -0.62], [-0.25, 0.31, -0.52], [0.41, 0.21, 0.97], [0.06, -0.58, -0.48], [-0.10, 0.99, 0.72], [0.84, 0.28, -0.49], [0.65, -0.39, -1.03], [-0.08, 0.25, -0.41], [0.52, 0.35, -0.05], [-0.22, -0.31, 0.12], [0.37, 0.34, -0.08], [0.53, 0.24, -0.26], [-0.35, 0.04, 0.35], [-0.36, 0.15, 0.56], [-0.32, -0.17, -0.53], [0.24, -0.33, 0.37], [-0.33, -0.22, -0.07], [-0.10, -0.16, -0.22], [-0.04, -0.27, 0.07], [-0.34, 0.21, -0.34], [0.06, -0.41, 0.27], [0.00, 0.25, -0.04], [2.11, -0.06, -1.94], [-1.17, 1.70, -1.47], [-0.03, 0.89, 0.38], [-0.52, -0.92, 0.06], [1.13, 0.53, 0.29], [-0.37, -0.97, -0.18], [-0.44, 0.28, 0.21], [0.00, -0.43, 0.08], [0.40, 0.37, -1.10], [-0.97, -0.72, -0.07], [-1.08, -0.73, 0.34], [0.64, 0.44, 0.88], [0.12, 0.14, -0.86], [-0.31, 0.52, 0.50], [-0.30, 0.68, 0.49], [-0.12, -0.73, 0.08], [-0.31, 0.52, -0.71], [0.10, -1.22, -0.17], [0.14, -1.32, 0.14], [0.12, 0.82, 0.54], [-0.50, -0.94, 0.14], [1.15, 0.09, 0.67], [0.80, 0.46, 0.17], [-0.54, 0.85, -0.63], [-0.03, -0.01, 0.60], [-0.32, -0.20, -0.09], [0.02, -0.27, 0.37], [0.17, 0.29, -0.08], [0.15, -0.02, -0.08], [-0.02, -0.02, 0.04], [-0.01, 0.07, -0.02], [0.25, 0.00, 0.18], [0.12, -0.04, -0.15], [-0.02, 0.24, 0.06], [-0.03, 0.13, 0.33], [0.17, -0.44, 0.15], [-0.37, 0.17, -0.10], [-0.04, -0.19, -0.15], [-0.04, -0.12, 0.00], [-0.15, 0.15, 0.13], [-0.07, -0.09, 0.16], [0.10, 0.03, 0.06], [0.13, 0.03, 0.03], [-0.09, 0.01, 0.05], [-0.51, -0.19, -0.22], [1.33, 0.64, 0.01], [-0.31, 0.13, 0.05], [-0.23, -0.25, 0.14], [-1.10, -0.61, -1.00], [0.08, 0.62, 0.87], [-0.27, 0.04, 0.32], [-0.10, 0.12, 0.38], [-0.15, -0.18, -0.10], [0.30, -0.03, -0.23], [0.06, 0.06, -0.37], [0.21, -0.01, -0.27], [-0.28, 0.01, 0.09], [0.10, -0.25, 0.27], [0.10, 0.08, -0.09], [-0.11, -0.16, -0.20], [0.05, -0.17, 0.05], [-0.04, 0.23, 0.02], [-0.13, -0.05, -0.23], [0.24, 0.04, -0.04], [0.02, 0.08, 0.11], [-0.15, -0.06, 0.11], [-0.12, -0.20, -0.17], [0.29, -0.21, -0.37], [0.38, 0.28, -0.17]]}



[2]
{"formula": "C14H30NO4S2", "method": "ωB97M-V with the def2-TZVPD basis set", "total_charge": 1, "elements": ["C", "C", "S", "C", "C", "C", "O", "S", "O", "O", "O", "H", "H", "H", "H", "H", "H", "H", "H", "H", "H", "C", "C", "C", "C", "N", "C", "C", "C", "C", "C", "H", "H", "H", "H", "H", "H", "H", "H", "H", "H", "H", "H", "H", "H", "H", "H", "H", "H", "H", "H"], "xyz": [[-2.02946, 0.36448, -0.02677], [-3.02361, 0.15897, 1.26894], [-4.30747, -1.16877, 0.96029], [-5.16757, -0.96534, -0.69055], [-6.54226, -0.08045, -0.49441], [-7.70221, -0.67713, 0.50178], [-8.26849, 0.41824, 1.35035], [-7.94259, 1.77745, 0.31534], [-8.96799, 1.50956, -0.82872], [-7.94438, 3.18656, 0.96284], [-6.29792, 1.29965, 0.01556], [-0.88987, 0.17601, 0.25575], [-2.19836, 1.42576, -0.51509], [-2.30044, -0.48910, -0.80256], [-3.44634, 1.18449, 1.65065], [-2.32635, -0.24699, 2.14913], [-4.53008, -0.40524, -1.51543], [-5.50899, -2.05297, -1.04356], [-6.82923, 0.15132, -1.62479], [-7.18942, -1.47711, 1.18623], [-8.54715, -1.16722, -0.15282], [5.15115, 2.49012, 0.00393], [5.32796, 1.48416, 1.13012], [5.67038, 0.06535, 0.67086], [4.80312, -0.60599, -0.40140], [3.38395, -1.05858, 0.00648], [2.38417, 0.07538, 0.22599], [1.94042, 0.46034, -1.16584], [1.77878, -0.87081, -1.85923], [2.76325, -1.82975, -1.19611], [3.43620, -1.96935, 1.22644], [4.46881, 2.14056, -0.77063], [4.74228, 3.42638, 0.39769], [6.11327, 2.71449, -0.46935], [4.44668, 1.47243, 1.77634], [6.14168, 1.84094, 1.77668], [5.75516, -0.57826, 1.55331], [6.68823, 0.10923, 0.25806], [5.32164, -1.52716, -0.69762], [4.71353, 0.00908, -1.30170], [1.53678, -0.32770, 0.79932], [2.83161, 0.89260, 0.78229], [2.69993, 1.06250, -1.67415], [1.01453, 1.03991, -1.15701], [1.95494, -0.79026, -2.93699], [0.75807, -1.24924, -1.72851], [3.56410, -2.14666, -1.87201], [2.24514, -2.71613, -0.81279], [3.76480, -1.38424, 2.08732], [4.12770, -2.78959, 1.01321], [2.43194, -2.36191, 1.41312]], "forces_ev_per_angstrom": [[-0.29, -0.53, -0.34], [1.77, 0.92, 0.17], [0.46, 0.13, -0.22], [-1.07, 1.18, 0.01], [0.44, 0.25, -1.98], [0.32, -1.48, -0.73], [2.03, 1.05, -2.70], [-3.01, 2.34, -0.29], [4.67, 1.21, 3.85], [0.38, -6.23, -2.28], [-2.94, -0.59, -0.03], [-2.41, 0.68, -0.48], [0.55, -2.26, 0.96], [0.63, 1.93, 1.44], [0.57, -2.09, -0.94], [-1.93, 0.58, -1.82], [-1.23, -1.40, 1.75], [0.91, 2.46, 0.76], [-0.25, -1.01, 2.45], [-1.18, 1.75, -1.02], [1.61, 1.09, 1.45], [0.07, 0.26, 0.05], [-0.05, 0.10, 0.21], [0.10, 0.12, 0.21], [0.08, -0.15, 0.28], [-0.23, -0.63, -0.02], [0.12, 0.12, -0.01], [0.11, 0.44, -0.06], [-0.50, -0.41, -0.67], [0.20, -0.02, 0.21], [0.05, 0.45, -0.49], [-0.05, 0.02, -0.05], [0.13, -0.11, -0.13], [-0.18, -0.04, 0.00], [-0.01, 0.02, 0.01], [-0.17, -0.22, -0.10], [0.00, -0.04, -0.18], [-0.25, -0.20, -0.15], [-0.31, 0.13, 0.05], [-0.19, -0.06, 0.21], [0.35, -0.06, -0.12], [0.13, -0.17, 0.07], [-0.09, 0.02, 0.17], [0.15, -0.04, 0.08], [-0.04, -0.08, 0.23], [0.19, 0.09, -0.02], [-0.08, 0.07, 0.36], [0.33, 0.23, 0.04], [0.00, -0.14, -0.15], [-0.10, 0.19, 0.11], [0.23, 0.12, -0.12]]}



Across the entries above, gap between HOMO and LUMO takes the values 7.705; 8.505 eV, respectively.